64
Properties=species:S:1:pos:R:3 method="wB97M-V/def2-TZVPD" homo_energy_ha=-0.4651 charge=+1 fmax_ev_per_a=1.89
C 3.766 -2.724 -2.019
C 4.192 -2.107 -0.692
C 4.695 -0.672 -0.799
C 3.572 0.332 -1.173
C 3.150 1.234 -0.001
C 1.647 1.370 0.268
C 0.760 1.502 -0.998
C -0.647 1.179 -0.664
N -1.573 2.123 -0.695
C -2.714 1.557 -0.279
N -3.856 2.253 -0.151
P -5.386 1.616 0.365
O -6.148 3.003 0.613
Cl -6.210 0.947 -1.404
N -2.572 0.266 0.035
B -3.490 -0.837 0.629
N -4.206 -1.714 -0.246
O -3.524 -0.924 1.974
N -1.225 -0.003 -0.261
S -0.476 -1.512 -0.101
O -0.682 -1.977 1.230
O 0.855 -1.378 -0.564
C -1.299 -2.698 -1.333
F -2.081 -3.494 -0.663
F -0.345 -3.375 -1.867
F -1.959 -2.030 -2.238
H 4.637 -2.964 -2.626
H 3.207 -3.646 -1.861
H 3.120 -2.068 -2.604
H 3.405 -2.196 0.059
H 5.019 -2.712 -0.312
H 5.090 -0.398 0.180
H 5.520 -0.593 -1.505
H 3.983 0.970 -1.953
H 2.745 -0.245 -1.571
H 3.587 2.228 -0.072
H 3.569 0.807 0.910
H 1.262 0.572 0.898
H 1.495 2.279 0.844
H 1.122 0.925 -1.848
H 0.740 2.544 -1.305
H -3.766 3.230 -0.400
H -5.750 3.753 0.151
H -4.281 -2.610 0.228
H -5.165 -1.404 -0.394
H -2.666 -0.885 2.424
C -0.041 3.325 3.921
C 1.137 2.561 3.553
N 2.033 1.909 3.256
H 0.061 3.741 4.922
H -0.204 4.153 3.231
H -0.921 2.687 3.915
C -0.842 0.278 -4.648
C 0.594 0.506 -4.708
N 1.726 0.688 -4.751
H -1.332 1.061 -4.070
H -1.272 0.279 -5.648
H -1.060 -0.684 -4.189
C 0.022 -2.074 4.543
C -0.572 -0.747 4.536
N -1.012 0.313 4.532
H -0.098 -2.557 3.575
H 1.087 -2.010 4.761
H -0.447 -2.699 5.301